{
  "formula": "C3H3IN2O",
  "method": "the ωB97M-V functional and the def2-TZVPD basis",
  "elements": ["C", "C", "C", "N", "N", "O", "I", "H", "H", "H"],
  "coordinates": [[-0.5637, 1.5954, 0.2193], [0.5981, -0.6432, 0.6479], [-0.1954, 0.2966, -0.3230], [-0.7408, 2.6813, 0.5471], [1.1348, -1.6771, 0.2027], [0.1644, 0.3069, -1.6609], [-2.2394, -0.6295, 0.1910], [0.5937, -0.2640, 1.6860], [1.7173, -2.4191, 0.7550], [-0.4692, 0.7527, -2.2650]],
  "atomic_forces_ev_per_a": [[1.2, 0.4, -0.3], [0.6, 0.5, -0.2], [-1.1, -0.9, -0.1], [-0.2, 0.1, 0.2], [1.3, -1.7, -0.1], [-0.2, -0.4, 0.9], [0.0, -0.2, -0.5], [-0.1, -0.1, -0.3], [-1.8, 2.5, -0.6], [0.3, -0.2, 1.0]],
  "lumo_energy_ev": -0.840,
  "de_lowest_kj_mol": 123.7,
  "charge": 0
}